159
Properties=species:S:1:pos:R:3:forces:R:3 method="wB97M-V/def2-TZVPD" spin_multiplicity=4 total_charge=-2 s_squared=3.76 e_homo_ev="-2.37 / -2.40" energy_ev=-213898.1948 orbital_gap_ha="0.2107 / 0.2117"
Co -0.693795 0.514629 0.010180 -0.25 0.47 -0.84
C -3.610895 2.725629 -1.141220 -0.05 0.04 -0.01
N -3.174395 1.953129 -2.281720 -0.11 -0.04 -0.02
C -4.303195 1.591729 -3.110120 0.09 0.06 0.00
C -2.111795 2.614229 -3.015820 0.21 -0.13 -0.10
C -0.704695 2.430629 -2.422720 -0.20 0.38 -0.15
N -0.254895 1.044829 -2.153220 -0.27 -0.09 0.11
C 1.213705 1.040029 -2.251520 0.37 0.00 0.23
C 2.012005 -0.140271 -1.740920 -0.23 -0.02 0.51
C 3.006205 -0.640871 -2.562120 0.19 -0.16 0.06
C 3.950705 -1.539071 -2.093120 -0.01 0.12 -0.11
C 3.853705 -1.931471 -0.759720 -0.04 -0.02 -0.17
C 2.884205 -1.479671 0.112180 -0.31 0.11 0.01
C 1.920505 -0.544371 -0.380720 0.88 -0.37 -1.00
O 1.041805 0.001729 0.390680 0.22 0.27 1.05
C 2.954305 -1.841771 1.595080 0.04 -0.04 0.21
C 3.431805 -0.598871 2.352980 -0.08 -0.08 -0.05
C 3.931305 -2.991271 1.884280 -0.11 0.23 -0.10
C 1.609005 -2.264371 2.190080 -0.04 0.04 -0.09
C 5.124605 -2.039271 -2.921820 0.13 -0.03 -0.05
C 6.431905 -1.589271 -2.248120 -0.12 -0.09 -0.12
C 5.084805 -3.571971 -3.000020 0.05 0.20 -0.03
C 5.115205 -1.475871 -4.344420 -0.01 -0.11 0.26
C -0.815395 0.144929 -3.163320 -0.13 -0.29 -0.01
C -0.403995 -1.298471 -3.134420 -0.05 0.21 0.12
C 0.019405 -1.876971 -4.308620 -0.04 -0.07 -0.04
C 0.118405 -3.252071 -4.454820 -0.02 -0.10 -0.08
C -0.270295 -4.021971 -3.363920 0.15 0.01 -0.29
C -0.673695 -3.489471 -2.154620 -0.13 0.16 0.24
C -0.690595 -2.068071 -1.974020 0.10 -0.29 -0.73
O -1.034195 -1.495971 -0.879420 -0.21 0.36 0.36
C -1.184595 -4.386871 -1.037120 -0.06 -0.10 0.15
C -1.127895 -5.881371 -1.365920 0.00 0.27 0.00
C -2.644995 -4.019871 -0.746520 0.05 0.04 0.00
C -0.356995 -4.136871 0.219780 -0.13 0.03 -0.09
C 0.570605 -3.834071 -5.785620 0.04 -0.08 -0.11
C 0.525305 -5.364271 -5.807920 0.01 0.24 0.03
C 2.017605 -3.398171 -6.050720 -0.19 -0.11 -0.05
C -0.345295 -3.325371 -6.910320 0.15 -0.10 0.10
H -4.110295 3.661029 -1.460820 0.06 -0.02 0.09
H -2.756295 2.951029 -0.509920 0.07 0.12 0.18
H -4.320595 2.135729 -0.559620 -0.04 0.07 0.09
H -4.859495 2.471029 -3.486320 0.02 -0.03 0.00
H -4.989995 0.986629 -2.515020 -0.09 0.00 -0.05
H -3.972595 1.001429 -3.966820 0.00 -0.02 0.01
H -2.289095 3.707629 -3.079720 0.04 -0.17 -0.02
H -2.122895 2.233629 -4.042320 -0.01 0.04 0.11
H -0.631895 2.996129 -1.493920 0.16 0.01 0.01
H -0.028995 2.899329 -3.160720 0.00 -0.07 0.12
H 1.547805 1.911029 -1.690920 -0.04 0.06 -0.07
H 1.497805 1.193329 -3.308620 -0.09 0.10 0.09
H 3.047605 -0.276671 -3.578720 0.00 0.00 -0.15
H 4.604205 -2.610071 -0.387020 0.06 -0.11 0.10
H 4.377605 -0.234571 1.952680 0.13 0.06 -0.09
H 3.560705 -0.832271 3.407580 -0.01 0.02 0.19
H 2.676605 0.173029 2.267280 -0.05 0.23 0.05
H 4.966305 -2.693671 1.725180 0.18 -0.02 -0.06
H 3.708405 -3.861971 1.268680 0.01 -0.12 -0.07
H 3.824805 -3.280771 2.928580 0.01 0.01 0.11
H 0.821105 -1.573571 1.909480 -0.04 -0.08 0.04
H 1.681105 -2.255071 3.276580 0.00 -0.01 0.13
H 1.348105 -3.268571 1.870380 -0.04 -0.11 -0.04
H 6.505205 -1.982271 -1.237920 0.04 -0.02 0.12
H 6.460205 -0.502471 -2.189220 0.03 0.10 0.03
H 7.300505 -1.931871 -2.812220 0.11 -0.05 -0.09
H 5.178605 -4.011771 -2.010320 -0.01 -0.08 0.10
H 5.898405 -3.946871 -3.623020 0.10 -0.07 -0.07
H 4.136305 -3.896371 -3.423420 -0.08 -0.07 -0.04
H 5.160405 -0.389271 -4.322920 -0.01 0.14 -0.07
H 4.216205 -1.781271 -4.871220 -0.14 0.00 -0.15
H 5.981305 -1.844071 -4.894820 0.08 -0.05 -0.06
H -0.571295 0.542329 -4.167120 -0.12 -0.02 0.10
H -1.899395 0.160529 -3.016720 0.09 0.11 -0.16
H 0.231005 -1.228171 -5.152220 0.04 0.09 -0.04
H -0.273495 -5.091871 -3.478820 0.03 -0.20 0.05
H -1.737995 -6.120171 -2.235720 -0.06 -0.09 -0.12
H -1.512695 -6.443471 -0.515120 -0.04 -0.05 0.07
H -0.105695 -6.207171 -1.549020 0.12 -0.07 -0.06
H -3.272195 -4.214771 -1.617620 -0.07 -0.03 -0.08
H -2.692895 -2.963671 -0.499020 -0.11 0.05 0.04
H -3.024995 -4.597271 0.097280 -0.06 -0.09 0.09
H 0.689305 -4.365771 0.029880 0.16 -0.02 0.01
H -0.711695 -4.754371 1.044380 -0.03 -0.13 0.16
H -0.444595 -3.091771 0.494280 0.12 0.02 0.09
H 1.189505 -5.777371 -5.050720 0.01 -0.12 0.07
H 0.848705 -5.728771 -6.784920 0.03 -0.02 -0.04
H -0.487695 -5.721971 -5.628520 -0.06 -0.10 0.04
H 2.657105 -3.763271 -5.249620 0.11 0.01 0.06
H 2.093705 -2.314571 -6.077520 0.05 0.15 0.01
H 2.382305 -3.797271 -6.998420 0.06 -0.04 -0.14
H -1.375495 -3.610371 -6.703520 -0.11 -0.01 0.00
H -0.052595 -3.751671 -7.870520 0.05 -0.04 -0.14
H -0.303095 -2.243071 -6.992020 -0.03 0.14 -0.03
Br -6.943695 -1.089871 2.001380 0.41 0.19 -0.10
C -5.176995 -0.599071 1.452780 0.49 -0.13 -0.01
C -4.798795 -0.747071 0.121080 -0.49 0.06 0.51
C -3.506295 -0.418171 -0.221520 0.49 -0.04 -0.03
N -2.578995 -0.005271 0.653880 -1.14 0.02 0.43
C -2.949295 0.086829 1.939580 0.46 0.02 -0.42
C -4.229995 -0.179771 2.381480 -0.76 -0.34 -0.08
H -5.486595 -1.131671 -0.617420 0.00 0.06 -0.05
H -3.167595 -0.521171 -1.238220 0.06 0.00 -0.09
H -2.164095 0.358529 2.635080 0.01 0.11 0.15
H -4.469395 -0.100871 3.431780 0.02 0.04 0.02
C 0.470805 4.014429 4.913680 -0.19 -0.34 0.06
C -0.443195 3.129529 5.752480 -0.27 0.47 -0.15
C -1.165495 3.897129 6.852280 0.12 -0.28 -0.16
O 0.334705 2.124529 6.387680 0.10 -0.36 -0.03
P 0.147505 0.560729 5.957680 0.06 0.16 0.38
S 1.480405 -0.413471 7.021780 -0.14 -0.03 -0.30
S 0.010305 0.454029 3.982580 0.24 -0.03 0.16
O -1.337695 0.251329 6.627880 0.45 0.18 -0.10
C -2.448595 -0.135771 5.851380 -0.56 -0.13 -0.22
C -2.383795 -1.616371 5.494980 0.16 0.31 0.06
C -3.698195 0.206929 6.654580 0.32 0.02 -0.12
H -0.070095 4.863429 4.500580 -0.09 0.12 -0.05
H 0.859005 3.427729 4.086580 0.06 0.01 -0.06
H 1.304905 4.372029 5.515080 0.06 0.05 0.11
H -1.177695 2.660129 5.080880 0.09 0.08 0.12
H -0.431295 4.376529 7.496880 0.04 0.12 0.10
H -1.746195 3.199429 7.452380 -0.08 -0.02 0.08
H -1.827895 4.648729 6.429280 -0.08 0.15 -0.05
H -2.448495 0.440329 4.916280 -0.03 -0.01 0.08
H -2.328495 -2.217271 6.400080 -0.04 -0.09 0.13
H -1.489395 -1.788671 4.901780 0.05 -0.11 -0.07
H -3.256195 -1.907371 4.912480 -0.14 -0.08 -0.07
H -3.717295 -0.378571 7.571780 -0.05 -0.06 0.11
H -4.588895 -0.012771 6.068980 -0.16 -0.04 -0.03
H -3.696895 1.263829 6.917780 -0.03 0.06 0.01
C -3.646995 5.467329 1.488380 0.15 0.02 0.25
C -2.584795 4.623929 2.212780 -0.19 -0.02 -0.12
C -3.129895 3.209229 2.428680 0.15 0.01 0.08
C -1.220795 4.742829 1.530380 -0.01 -0.13 0.12
C -0.740795 6.044629 1.544480 0.14 0.24 -0.11
C 0.496705 6.404929 1.056680 0.04 0.24 0.09
C 1.350005 5.386229 0.685280 -0.10 0.08 -0.07
C 0.957205 4.063829 0.711080 -0.03 -0.31 -0.05
C 2.061105 3.034529 0.604880 0.02 -0.01 -0.07
C 3.090305 3.327029 -0.497220 -0.14 -0.04 0.04
C 2.802005 3.005329 1.947680 -0.13 -0.17 -0.15
C -0.400895 3.687729 1.000180 0.25 0.93 0.05
O -0.857195 2.492929 0.786480 -0.05 -1.03 -0.17
H -4.568995 5.459529 2.069680 -0.18 -0.02 -0.01
H -3.849595 5.063229 0.500580 -0.05 -0.12 -0.16
H -3.335095 6.501229 1.368180 0.01 0.11 -0.04
H -2.448495 5.082429 3.205380 -0.01 -0.06 -0.16
H -2.446395 2.492129 1.992880 -0.03 -0.05 0.06
H -4.105195 3.097529 1.954880 -0.13 -0.10 0.00
H -3.232795 2.985429 3.489080 -0.09 -0.07 0.13
H -1.365295 6.819529 1.972480 -0.10 0.05 0.01
H 0.815005 7.439329 1.033680 0.00 0.05 0.05
H 2.367205 5.623629 0.405180 0.12 0.00 -0.02
H 1.615505 2.051029 0.450480 0.12 0.12 0.00
H 3.795005 4.092029 -0.175420 0.10 0.13 0.04
H 2.630705 3.678129 -1.419820 -0.07 0.03 -0.12
H 3.667305 2.429829 -0.716420 0.07 -0.12 -0.03
H 3.074905 4.017429 2.249880 0.06 0.06 0.01
H 3.704905 2.403829 1.868880 0.13 -0.14 0.06
H 2.166805 2.573529 2.712880 -0.04 -0.12 0.20

=====

42
Properties=species:S:1:pos:R:3:forces:R:3 method="wB97M-V/def2-TZVPD" total_charge=0 e_homo_ev=-9.56 energy_ev=-29119.3193 orbital_gap_ha=0.3233 de_lowest_kcal_mol=53.8
O 2.586643 0.406262 -0.959714 0.63 -0.60 -0.15
H 3.472643 0.263262 -1.310714 0.19 -0.64 0.09
H 2.621643 1.339262 -0.835714 -0.21 1.46 0.53
O 1.110643 -3.115738 1.664286 0.93 -0.34 -0.73
H 0.788643 -2.465738 2.280286 -0.44 0.61 0.37
H 0.674643 -3.931738 1.873286 -0.33 -0.54 0.09
O 2.966643 -0.087738 2.011286 0.23 0.55 1.46
H 3.865643 0.204262 2.235286 -0.48 -0.29 -0.44
H 2.908643 -0.303738 1.093286 0.23 -0.27 -0.84
O -0.371357 2.774262 0.422286 -0.96 0.76 1.41
H -0.480357 2.593262 -0.490714 -0.17 -0.48 -1.10
H 0.538643 2.658262 0.627286 1.10 -0.14 0.48
O -0.930357 1.766262 3.109286 0.66 1.09 1.71
H -1.215357 1.372262 2.316286 -0.66 -0.76 -1.73
H -1.208357 1.178262 3.814286 -0.02 -0.21 -0.01
O 0.255643 -0.299738 0.304286 0.63 0.49 -0.33
H 1.039643 0.005262 -0.206714 -0.98 -0.56 0.49
H -0.443357 0.353262 0.173286 0.00 0.17 0.11
O -0.122357 -0.399738 -3.516714 0.69 -1.32 0.87
H -0.708357 -0.292738 -4.251714 -0.30 0.64 -0.49
H 0.047643 0.395262 -3.001714 -0.23 0.39 -0.81
O -2.508357 -1.935738 2.272286 -0.11 -0.18 -0.40
H -2.469357 -1.312738 1.522286 0.00 -0.17 0.50
H -1.592357 -2.045738 2.557286 -0.09 0.27 0.00
O -2.465357 0.480262 0.813286 -0.25 0.36 -0.62
H -3.158357 1.021262 1.202286 -0.03 0.03 0.33
H -2.631357 0.572262 -0.143714 0.17 -0.53 -0.01
O 2.478643 0.852262 -3.631714 1.26 -0.33 -0.39
H 2.311643 0.659262 -2.709714 -0.65 -0.08 0.24
H 3.207643 0.215262 -3.782714 -0.61 0.54 -0.51
O -0.422357 1.918262 -2.099714 -0.10 -0.44 0.09
H -1.253357 2.243262 -2.459714 0.12 0.24 -0.15
H 0.249643 2.590262 -2.173714 0.18 0.63 -0.59
O 0.072643 -1.014738 3.061286 0.29 -1.91 2.88
H 0.785643 -1.017738 3.746286 -0.82 0.41 -1.07
H 0.247643 -0.352738 2.434286 0.80 1.55 -1.45
O -1.143357 -2.525738 -0.648714 0.37 0.71 -0.04
H -1.634357 -2.865738 0.101286 -0.08 -0.04 0.21
H -0.637357 -1.752738 -0.293714 -0.31 -1.02 -0.23
O -2.465357 -0.232738 -2.090714 -0.40 0.08 1.11
H -1.539357 -0.317738 -2.347714 0.25 -0.64 -0.18
H -2.830357 0.409262 -2.679714 -0.50 0.50 -0.72